{"formula": "C24H39BF2GeN3SScSi3", "method": "wB97M-V/def2-TZVPD", "symbols": ["Sc", "C", "Si", "C", "C", "Ge", "Si", "C", "C", "C", "Si", "C", "C", "C", "H", "H", "H", "H", "H", "H", "H", "H", "H", "H", "H", "H", "H", "H", "H", "H", "H", "H", "H", "H", "H", "H", "H", "H", "H", "H", "H", "F", "B", "F", "C", "C", "C", "C", "N", "C", "S", "N", "C", "H", "H", "H", "H", "H", "H", "H", "H", "N", "C", "C", "C", "C", "C", "C", "C", "C", "C", "H", "H", "H", "H"], "coordinates": [[0.083, 0.735, -0.488], [-2.482, -2.407, -2.127], [-2.619, -2.003, -0.304], [-1.232, -2.823, 0.650], [-4.290, -2.498, 0.388], [-2.609, 0.427, 0.004], [-2.646, 1.100, 2.334], [-2.127, 2.901, 2.418], [-1.411, 0.028, 3.262], [-4.371, 0.876, 3.026], [-4.046, 1.663, -1.505], [-3.646, 1.141, -3.260], [-5.801, 1.201, -1.036], [-3.759, 3.495, -1.257], [-2.431, -3.489, -2.270], [-1.583, -1.968, -2.565], [-3.344, -2.037, -2.685], [-1.208, -3.893, 0.428], [-1.364, -2.707, 1.728], [-0.256, -2.409, 0.390], [-4.430, -3.575, 0.264], [-5.107, -1.989, -0.126], [-4.363, -2.269, 1.453], [-1.141, 3.048, 1.972], [-2.083, 3.243, 3.455], [-2.831, 3.541, 1.883], [-0.482, -0.111, 2.702], [-1.823, -0.963, 3.464], [-1.154, 0.481, 4.222], [-5.098, 1.499, 2.503], [-4.373, 1.167, 4.079], [-4.704, -0.161, 2.962], [-3.995, 0.127, -3.460], [-2.571, 1.169, -3.445], [-4.123, 1.808, -3.981], [-5.995, 0.139, -1.196], [-6.511, 1.766, -1.643], [-6.003, 1.426, 0.013], [-2.731, 3.774, -1.492], [-3.964, 3.790, -0.227], [-4.425, 4.069, -1.907], [0.140, 4.203, -1.427], [0.128, 2.975, -0.969], [1.496, 2.470, -0.832], [4.793, 2.561, -3.807], [4.062, 1.370, -3.293], [4.638, 0.284, -2.692], [3.807, -0.750, -2.238], [2.482, -0.702, -2.380], [1.929, 0.350, -2.958], [0.225, 0.514, -3.128], [2.715, 1.365, -3.414], [4.354, -1.956, -1.562], [5.865, 2.433, -3.694], [4.486, 3.454, -3.260], [4.566, 2.721, -4.862], [5.708, 0.240, -2.559], [2.243, 2.165, -3.820], [5.422, -1.877, -1.379], [4.156, -2.833, -2.181], [3.820, -2.103, -0.622], [7.293, -3.292, 5.396], [6.463, -2.879, 4.718], [5.428, -2.365, 3.863], [5.209, -0.991, 3.786], [4.218, -0.500, 2.958], [3.435, -1.376, 2.202], [3.659, -2.753, 2.288], [4.651, -3.246, 3.114], [2.406, -0.866, 1.345], [1.521, -0.435, 0.624], [5.818, -0.322, 4.378], [4.038, 0.564, 2.887], [3.043, -3.426, 1.706], [4.830, -4.310, 3.190]], "mulliken_charge": [-0.3386, -0.9043, 0.3550, -0.8290, -0.9507, -0.1656, 0.3540, -0.9211, -0.7396, -0.9924, 0.4514, -0.8186, -1.0098, -0.8859, 0.4009, 0.2466, 0.2401, 0.4580, 0.2560, 0.0540, 0.3995, 0.2601, 0.2649, 0.1909, 0.4258, 0.2550, 0.0149, 0.2707, 0.3998, 0.2962, 0.3944, 0.2850, 0.2751, 0.0850, 0.4118, 0.2991, 0.3992, 0.2574, 0.1801, 0.2486, 0.4155, -0.1308, 0.3119, -0.1935, -1.4655, 0.8177, -0.9394, 0.9633, -0.3057, 0.1831, -0.4706, 0.0582, -0.9894, 0.3729, 0.3609, 0.3795, 0.4015, 0.3229, 0.3776, 0.3299, 0.0671, -0.4537, -0.0982, 0.5678, -0.7148, -0.4425, 0.5327, -0.0643, -0.7723, 0.1331, -0.3938, 0.4662, 0.4990, 0.5424, 0.4573], "relative_energy_ev": 0.000, "multiplicity": 2, "gap_ev": [7.44, 6.30], "s2": 0.76, "charge": 1}



{"formula": "C24H39BN5O8PSe2SiW", "method": "wB97M-V/def2-TZVPD", "symbols": ["W", "C", "Se", "C", "C", "Se", "C", "H", "H", "H", "H", "H", "H", "H", "H", "H", "H", "C", "C", "C", "C", "C", "C", "N", "N", "Si", "C", "C", "C", "H", "H", "H", "H", "H", "H", "H", "H", "H", "H", "H", "H", "H", "H", "H", "O", "C", "O", "C", "C", "C", "C", "C", "C", "O", "N", "O", "O", "N", "O", "O", "H", "H", "B", "C", "N", "H", "H", "H", "C", "P", "C", "C", "O", "H", "H", "H", "H", "H", "H", "H", "H", "H"], "coordinates": [[0.060, -0.254, 0.263], [-2.298, -3.669, 1.015], [-1.140, -2.437, 1.964], [-2.490, -1.517, 3.014], [-3.457, -0.706, 2.164], [-2.682, -0.248, 0.426], [-3.443, 1.508, 0.152], [-2.802, -4.277, 1.763], [-1.658, -4.303, 0.405], [-3.018, -3.147, 0.389], [-1.924, -0.892, 3.700], [-3.012, -2.266, 3.610], [-3.769, 0.202, 2.676], [-4.348, -1.276, 1.908], [-4.456, 1.340, -0.204], [-2.861, 1.982, -0.631], [-3.445, 2.080, 1.074], [-1.937, -2.459, -2.450], [-0.577, -2.784, -1.928], [0.154, -3.811, -2.493], [1.392, -4.181, -1.974], [1.924, -3.516, -0.886], [1.158, -2.488, -0.360], [-0.059, -2.154, -0.843], [1.423, -1.636, 0.695], [3.102, -1.396, 1.433], [4.397, -1.720, 0.135], [3.134, -2.545, 2.884], [3.255, 0.381, 1.987], [-1.885, -2.234, -3.516], [-2.403, -1.631, -1.931], [-2.576, -3.339, -2.357], [-0.268, -4.339, -3.337], [1.939, -4.998, -2.426], [2.878, -3.778, -0.461], [4.718, -2.760, 0.074], [5.275, -1.131, 0.410], [4.087, -1.394, -0.860], [3.302, -3.585, 2.598], [2.198, -2.492, 3.445], [3.940, -2.256, 3.563], [4.264, 0.722, 1.749], [3.120, 0.465, 3.068], [2.586, 1.088, 1.504], [2.318, 2.351, -1.167], [1.599, 1.479, -1.536], [1.525, 0.294, -0.824], [0.726, 1.459, -2.717], [1.117, 2.088, -3.890], [0.266, 2.047, -4.973], [-0.974, 1.447, -4.898], [-1.369, 0.881, -3.701], [-0.523, 0.833, -2.583], [-0.915, 0.245, -1.456], [-2.737, 0.349, -3.647], [-3.359, 0.509, -2.610], [-3.158, -0.200, -4.636], [0.683, 2.677, -6.244], [-0.082, 2.580, -7.175], [1.754, 3.239, -6.244], [2.073, 2.589, -3.964], [-1.633, 1.437, -5.756], [0.504, 0.249, 4.928], [0.312, 0.193, 3.410], [0.122, 0.116, 2.260], [-0.295, 1.072, 5.317], [1.650, 0.565, 5.130], [0.247, -0.877, 5.289], [-1.277, 3.175, 2.579], [-0.117, 3.120, 1.220], [-0.553, 4.382, 0.041], [1.489, 3.489, 1.892], [-0.157, 1.771, 0.438], [-1.330, 4.205, 2.940], [-0.952, 2.542, 3.403], [-2.271, 2.875, 2.255], [-0.509, 5.361, 0.520], [-1.562, 4.216, -0.336], [0.156, 4.360, -0.788], [1.481, 4.523, 2.243], [2.254, 3.371, 1.126], [1.703, 2.837, 2.739]], "mulliken_charge": [-0.0996, -1.1223, 0.5520, -0.7101, -0.7805, 0.7911, -1.1490, 0.5165, 0.3199, 0.3006, 0.1069, 0.6466, 0.5627, 0.4577, 0.5997, 0.0155, 0.4172, -1.2689, 0.3626, -0.9584, -0.8544, -1.0274, 0.8300, 0.8158, 0.2911, 0.3738, -1.4343, -1.1663, -0.4160, 0.4850, -0.1128, 0.5182, 0.5995, 0.5090, 0.5320, 0.4121, 0.5466, 0.3978, 0.3803, 0.2680, 0.4019, 0.6483, 0.3237, -0.5153, -0.5108, -0.5079, -0.1173, 0.5426, -0.6313, -0.8052, -0.4212, 0.4311, -0.7547, -0.1784, 0.9827, -0.4885, -0.5230, 1.0266, -0.5889, -0.5876, 0.6823, 0.6875, 0.9194, -1.3550, 1.3778, -0.0636, -0.0579, -0.0093, -0.5335, 0.9963, -1.1531, -1.0591, -0.7972, 0.5130, 0.1212, 0.1081, 0.5349, 0.3288, 0.3330, 0.6210, 0.2856, 0.2848], "relative_energy_ev": 0.700, "gap_ev": 6.11, "charge": 2}



{"formula": "C24H39BrN2O8P", "method": "wB97M-V/def2-TZVPD", "symbols": ["C", "C", "O", "P", "O", "C", "C", "C", "C", "C", "N", "C", "O", "C", "O", "C", "C", "C", "C", "C", "C", "C", "C", "Br", "C", "C", "N", "O", "C", "C", "H", "H", "H", "H", "H", "H", "H", "H", "H", "H", "H", "H", "H", "H", "H", "H", "H", "H", "H", "H", "H", "H", "H", "H", "H", "H", "H", "H", "H", "H", "H", "H", "H", "H", "H", "C", "C", "O", "C", "O", "O", "H", "H", "H", "H"], "coordinates": [[-0.018, 2.123, -0.488], [0.789, 2.116, 0.811], [2.193, 1.935, 0.580], [2.934, 0.534, 0.752], [3.484, 0.291, 2.089], [1.822, -0.836, 0.266], [1.648, -1.848, 1.418], [0.524, -1.547, 2.410], [-0.915, -1.938, 1.996], [-1.910, -0.820, 2.250], [-3.253, -1.098, 1.780], [-3.273, -1.401, 0.367], [-2.789, -0.284, -0.347], [-3.661, 0.604, -0.972], [-3.247, 1.207, -1.909], [-5.009, 0.760, -0.355], [-5.179, 1.599, 0.743], [-6.442, 1.743, 1.298], [-7.527, 1.048, 0.776], [-7.358, 0.215, -0.326], [-6.096, 0.072, -0.893], [-2.363, -2.568, -0.055], [-2.159, -2.650, -1.574], [-3.873, -2.714, -2.460], [-1.263, -3.812, -2.022], [-1.835, -5.218, -1.834], [-0.990, -2.401, 0.559], [4.060, 0.590, -0.362], [3.618, 0.858, -1.716], [3.927, 2.262, -2.187], [-0.704, 2.966, -0.519], [-0.626, 1.223, -0.601], [0.652, 2.169, -1.345], [0.417, 1.365, 1.511], [0.699, 3.077, 1.311], [2.302, -1.333, -0.579], [0.887, -0.420, -0.126], [1.554, -2.862, 1.013], [2.577, -1.849, 1.983], [0.740, -2.084, 3.332], [0.535, -0.489, 2.676], [-1.239, -2.802, 2.580], [-1.936, -0.661, 3.328], [-1.562, 0.114, 1.804], [-3.693, -1.845, 2.307], [-4.293, -1.680, 0.111], [-4.335, 2.138, 1.153], [-6.592, 2.397, 2.146], [-8.512, 1.156, 1.209], [-8.188, -0.331, -0.751], [-5.950, -0.565, -1.756], [-2.799, -3.505, 0.294], [-1.708, -1.715, -1.904], [-1.020, -3.630, -3.068], [-0.309, -3.742, -1.486], [-1.627, -5.613, -0.838], [-1.381, -5.898, -2.551], [-2.908, -5.243, -2.006], [-0.446, -1.792, -0.057], [-0.536, -3.313, 0.530], [4.090, 0.108, -2.349], [2.536, 0.712, -1.803], [4.989, 2.491, -2.185], [3.370, 2.962, -1.566], [3.527, 2.321, -3.200], [7.603, 2.761, 0.269], [7.073, 4.044, 0.882], [7.752, 5.044, 0.120], [8.104, 4.512, -1.076], [8.524, 5.127, -1.997], [7.903, 3.169, -1.069], [6.872, 1.957, 0.260], [8.521, 2.419, 0.750], [5.998, 4.161, 0.734], [7.304, 4.155, 1.937]], "mulliken_charge": [-0.4911, -0.0381, -0.3448, 1.0212, -0.8377, -0.2320, -1.6136, -0.8691, 0.3809, -1.1829, -0.1385, -1.6194, 0.4264, -0.0920, -0.5234, 0.5810, -0.1378, -0.7027, -0.4588, -0.7133, -0.1873, -0.4110, -0.3658, 0.0258, -0.5436, -1.2334, 0.1814, -0.3841, -0.1194, -1.2351, 0.4000, -0.2996, 0.2914, -0.1186, 0.5353, 0.5533, -0.1188, 0.5709, 0.6513, 0.3648, 0.5999, 0.3074, 0.5683, 0.2420, 0.3971, 0.9386, 0.4645, 0.4119, 0.4064, 0.4281, 0.4879, 0.3259, 0.4713, 0.5073, 0.2136, 0.3158, 0.4080, 0.3046, 0.0612, 0.6290, 0.4438, 0.1170, 0.3314, 0.2541, 0.3796, -0.1281, -0.2334, -0.3426, 0.6653, -0.5072, -0.3620, 0.1258, 0.2806, 0.1895, 0.3255], "gap_ev": 9.23, "charge": 1}



no.,E_tot (eV)
1,-147784.9773
2,-199696.3886
3,-124208.5615